ORCA calculation (wB97M-V/def2-TZVPD) on an isolated ion of composition C5H14N3 and charge +1 at a distorted geometry.

```
22
Properties=species:S:1:pos:R:3:forces:R:3
C 2.613 -1.286 0.006 -4.7 0.2 4.0
C 1.244 -0.497 -0.423 3.5 0.7 -2.1
N 0.395 -1.509 -1.193 2.2 -2.2 1.4
C 0.460 0.013 0.698 -0.9 1.6 2.0
C -0.861 0.638 0.320 -0.1 0.6 1.3
N -1.658 -0.060 -0.670 1.4 1.5 -0.3
C -1.220 1.772 0.980 -0.9 -0.5 -2.5
N -2.354 2.568 0.703 1.4 -3.8 -4.7
H 2.258 -2.181 0.706 0.8 1.1 -2.2
H 3.132 -0.744 0.801 0.2 0.5 -0.7
H 3.146 -1.458 -0.852 1.7 -1.0 -1.7
H 1.559 0.365 -1.227 -1.0 -2.1 1.9
H -0.136 -1.095 -1.904 -1.1 0.8 -1.2
H 1.079 -2.202 -1.601 -1.2 0.6 0.5
H -0.303 -1.962 -0.541 1.0 0.4 -1.0
H 0.333 -0.767 1.467 -0.1 -0.2 -0.3
H 0.942 0.842 1.278 0.4 -1.0 -0.7
H -2.516 -0.350 -0.289 -1.5 -0.3 0.3
H -1.779 0.633 -1.409 -0.7 -0.5 -0.1
H -0.465 2.263 1.546 0.2 0.3 0.8
H -2.750 2.928 1.452 -2.0 2.5 4.4
H -3.118 2.089 0.152 1.4 0.6 0.8
```
Forces are in eV/Å.

calculated total energy	-362.88206	a.u.
total charge	+1
gap between HOMO and LUMO	8.882	eV
energy relative to the best compared isomer or geometry (same formula, charge and spin)	255.0	kJ/mol
maximum force	6.2	eV/Å
SMILES string	C[C@@H]([NH3+])C/C(N)=C/N
2S+1	1
LUMO energy	-3.00	eV

***

ORCA calculation (wB97M-V/def2-TZVPD) on a 2-piece molecular cluster, C5H14N3 overall at a distorted geometry.

```
22
Properties=species:S:1:pos:R:3:forces:R:3
N -1.321 1.080 -1.898 0.5 0.0 1.1
C -0.273 2.122 -1.698 -0.6 1.1 -1.1
C 0.762 1.829 0.586 -0.3 0.7 -0.4
C -0.120 2.432 -0.233 -1.0 0.1 1.2
H -1.199 0.650 -2.782 0.2 -0.4 -1.0
H -2.255 1.465 -1.913 0.0 0.2 0.2
H -0.624 3.045 -2.243 0.8 -0.6 0.5
H 0.684 1.791 -2.158 -0.6 0.1 0.4
H 0.644 1.925 1.676 0.5 0.2 -0.5
H 1.662 1.367 0.154 -0.5 -0.2 0.3
H -0.913 3.143 0.210 1.2 -1.4 -0.6
C -0.715 -2.113 -0.418 -0.8 1.1 -0.8
N 1.457 -1.725 2.562 -1.6 1.6 -1.3
C 0.587 -2.118 1.584 2.9 0.1 1.7
N 0.101 -1.438 0.610 -0.9 0.9 -0.1
H -1.800 -1.818 -0.242 1.4 -0.8 -0.3
H -0.472 -3.179 -0.362 -0.6 0.2 0.0
H -0.423 -1.740 -1.444 -0.3 -0.3 1.3
H 1.660 -0.730 2.776 -0.2 -1.2 -0.4
H 2.012 -2.410 3.029 -0.1 -0.4 0.3
H 0.460 -3.182 1.590 -0.3 -0.5 -0.3
H 0.087 -0.397 0.617 0.3 -0.6 -0.2
```
Forces are in eV/Å.

calculated total energy	-362.90060	a.u.
total charge	+1
gap between HOMO and LUMO	9.413	eV
energy relative to the best compared isomer or geometry (same formula, charge and spin)	206.3	kJ/mol
maximum force	3.4	eV/Å
2S+1	1
LUMO energy	-3.31	eV

***

ORCA calculation (wB97M-V/def2-TZVPD) on an isolated ion of composition C5H14N3 and charge +1 at a distorted geometry.

```
22
Properties=species:S:1:pos:R:3:forces:R:3
C -1.852 1.066 0.595 0.4 -0.5 0.5
C -0.742 0.295 1.333 -0.9 0.0 0.0
N -1.193 -0.025 2.688 0.1 -0.6 -0.2
C -0.192 -0.948 0.612 0.8 -0.3 -0.2
C 0.412 -0.593 -0.750 -0.2 0.6 0.4
N -0.344 -0.819 -1.839 0.1 0.1 -0.6
C 1.560 0.113 -0.673 0.3 -0.8 1.2
N 2.335 0.760 -1.730 -0.2 0.7 0.6
H -1.515 1.333 -0.403 0.0 0.5 0.0
H -2.794 0.529 0.475 0.1 -0.3 0.2
H -2.043 1.909 1.258 -0.1 0.3 -0.5
H 0.078 1.010 1.431 0.1 -0.1 0.1
H -0.483 -0.609 3.121 0.0 0.2 0.3
H -2.018 -0.629 2.673 0.0 0.4 -0.2
H -0.916 -1.766 0.594 -0.2 0.2 -0.5
H 0.611 -1.352 1.238 0.1 0.1 -0.1
H -1.107 -1.452 -1.818 -0.5 -0.4 0.3
H -0.192 -0.426 -2.749 0.3 0.1 0.0
H 2.035 0.188 0.293 0.1 0.2 -0.1
H 3.348 0.626 -1.666 -0.1 -0.8 -0.2
H 2.264 1.767 -1.588 -0.3 0.4 -0.4
H 1.965 0.522 -2.634 0.2 -0.1 -0.8
```
Forces are in eV/Å.

calculated total energy	-362.90854	a.u.
total charge	+1
gap between HOMO and LUMO	8.728	eV
energy relative to the best compared isomer or geometry (same formula, charge and spin)	185.5	kJ/mol
maximum force	1.5	eV/Å
SMILES string	C[C@@H](N)C/C(N)=C/[NH3+]
2S+1	1
LUMO energy	-3.74	eV

***

ORCA calculation (wB97M-V/def2-TZVPD) on an isolated ion of composition C5H14N3 and charge +1 at a distorted geometry.

```
22
Properties=species:S:1:pos:R:3:forces:R:3
C 1.315 0.788 1.761 -0.6 -0.1 -0.7
C 0.528 1.298 0.570 -1.0 -0.9 -0.6
N 1.223 2.511 0.018 0.6 0.7 0.2
C 0.353 0.284 -0.553 0.9 0.0 -1.4
C -0.052 -1.142 -0.160 0.0 0.3 0.5
N -0.416 -1.826 -1.376 0.3 0.2 0.3
C -1.602 -2.262 -1.525 0.2 -0.3 -0.2
N -2.669 -2.248 -0.685 0.1 0.1 -0.2
H 0.769 -0.063 2.148 0.0 -0.2 0.2
H 1.308 1.545 2.526 0.5 0.2 0.5
H 2.299 0.428 1.453 0.1 0.3 0.2
H -0.489 1.596 0.826 0.2 0.4 0.5
H 0.765 2.997 -0.763 -0.1 -0.4 0.1
H 1.375 3.213 0.750 -0.2 0.0 0.0
H 2.166 2.235 -0.271 -0.1 0.0 -0.3
H -0.300 0.604 -1.378 -0.5 0.3 0.7
H 1.277 0.214 -1.159 0.2 -0.3 0.6
H -0.825 -1.123 0.626 -0.1 0.2 -0.1
H 0.811 -1.603 0.336 -0.1 -0.3 -0.3
H -1.803 -2.726 -2.483 -0.2 -0.2 -0.1
H -2.606 -1.852 0.234 -0.1 -0.2 0.1
H -3.429 -2.868 -0.897 -0.1 0.1 0.1
```
Forces are in eV/Å.

calculated total energy	-362.92510	a.u.
total charge	+1
gap between HOMO and LUMO	8.550	eV
energy relative to the best compared isomer or geometry (same formula, charge and spin)	142.0	kJ/mol
maximum force	1.7	eV/Å
SMILES string	C[C@@H]([NH3+])CC/N=C\N
2S+1	1
LUMO energy	-3.54	eV

***

ORCA calculation (wB97M-V/def2-TZVPD) on one molecule with the formula C5H14N3OP at a distorted geometry.

```
24
Properties=species:S:1:pos:R:3:forces:R:3
C 2.024 0.669 -0.436 -0.3 -0.8 0.2
C 1.866 0.977 1.037 0.5 -0.4 2.1
C 1.443 -0.683 -0.831 -0.4 1.1 3.2
C 0.159 -2.423 0.346 0.2 0.6 2.2
C -3.125 1.069 -0.764 -1.5 -0.1 0.7
N 0.664 1.787 1.081 -2.0 -2.1 -2.0
N 0.259 -0.989 -0.009 -1.5 -0.2 0.2
N -1.750 0.691 -0.830 2.1 0.3 -0.5
O -1.904 -0.491 1.452 -0.4 -0.1 0.9
P -0.974 0.047 0.473 4.0 1.5 -1.6
H 1.395 1.367 -0.944 -0.1 1.0 -0.2
H 3.022 0.834 -0.744 1.1 -0.3 -0.7
H 1.883 0.111 1.797 -0.5 0.3 -1.6
H 2.756 1.471 1.521 -0.7 0.5 -1.0
H 1.185 -0.755 -1.813 -0.6 0.1 -3.1
H 2.123 -1.454 -0.637 1.2 -1.2 0.4
H -0.805 -2.651 0.923 1.2 0.3 -1.4
H 0.344 -3.022 -0.566 -0.3 0.0 0.8
H 0.960 -2.536 1.167 -0.8 -0.6 -1.5
H -3.470 1.916 -0.019 0.9 -1.8 -1.4
H -3.355 1.320 -1.766 -0.6 1.0 -0.9
H -3.680 0.113 -0.678 -0.2 0.8 0.8
H 0.171 1.678 1.914 -0.4 0.3 2.5
H -1.191 0.955 -1.675 -0.8 -0.2 1.5
```
Forces are in eV/Å.

calculated total energy	-779.69945	a.u.
gap between HOMO and LUMO (alpha / beta)	8.890 / 8.892	eV
energy relative to the best compared isomer or geometry (same formula, charge and spin)	128.0	kJ/mol
maximum force	4.5	eV/Å
2S+1	1
LUMO energy (alpha / beta)	0.68 / 0.68	eV

***

ORCA calculation (wB97M-V/def2-TZVPD) on one molecule with the formula C5H14N4 at a distorted geometry.

```
23
Properties=species:S:1:pos:R:3:forces:R:3
C 1.085 1.172 0.383 0.1 -0.7 0.3
C -0.440 -1.588 -1.757 0.1 -0.1 0.0
C -1.223 0.617 -1.438 -0.7 0.4 1.6
C -1.215 0.835 1.828 2.9 -1.5 0.1
N 0.815 -0.152 -0.207 -1.5 -0.6 -4.1
N -0.058 -0.190 -1.618 2.2 -0.5 1.6
C 0.467 0.373 1.483 -3.3 3.4 2.4
N 1.928 -0.979 -0.401 0.1 0.1 -0.3
N 1.127 -0.173 2.421 1.1 -1.3 -0.4
H 2.343 -1.183 0.505 -0.3 0.1 0.2
H 2.618 -0.516 -0.996 -0.1 0.1 0.2
H 0.659 -0.952 2.887 -0.3 0.7 0.2
H 2.153 1.380 0.491 -0.2 0.0 -0.2
H 0.497 1.987 -0.023 0.0 -0.1 0.0
H -1.141 -1.913 -0.978 0.0 0.0 0.0
H -0.910 -1.705 -2.736 0.0 0.1 0.1
H 0.452 -2.209 -1.730 -0.1 0.0 0.0
H -1.621 0.479 -0.393 0.0 0.1 -1.2
H -2.002 0.324 -2.144 0.2 0.0 -0.1
H -1.003 1.676 -1.564 0.0 0.0 -0.2
H -1.733 1.621 1.281 0.3 -0.3 -0.5
H -1.077 1.219 2.836 0.0 -0.2 0.1
H -1.720 -0.128 1.868 -0.5 0.2 0.0
```
Forces are in eV/Å.

calculated total energy	-417.73323	a.u.
gap between HOMO and LUMO	9.074	eV
energy relative to the best compared isomer or geometry (same formula, charge and spin)	512.7	kJ/mol
maximum force	5.4	eV/Å
2S+1	1
LUMO energy	0.98	eV

***

Repeat the second record exactly.
ORCA calculation (wB97M-V/def2-TZVPD) on a 2-piece molecular cluster, C5H14N3 overall at a distorted geometry.

```
22
Properties=species:S:1:pos:R:3:forces:R:3
N -1.321 1.080 -1.898 0.5 0.0 1.1
C -0.273 2.122 -1.698 -0.6 1.1 -1.1
C 0.762 1.829 0.586 -0.3 0.7 -0.4
C -0.120 2.432 -0.233 -1.0 0.1 1.2
H -1.199 0.650 -2.782 0.2 -0.4 -1.0
H -2.255 1.465 -1.913 0.0 0.2 0.2
H -0.624 3.045 -2.243 0.8 -0.6 0.5
H 0.684 1.791 -2.158 -0.6 0.1 0.4
H 0.644 1.925 1.676 0.5 0.2 -0.5
H 1.662 1.367 0.154 -0.5 -0.2 0.3
H -0.913 3.143 0.210 1.2 -1.4 -0.6
C -0.715 -2.113 -0.418 -0.8 1.1 -0.8
N 1.457 -1.725 2.562 -1.6 1.6 -1.3
C 0.587 -2.118 1.584 2.9 0.1 1.7
N 0.101 -1.438 0.610 -0.9 0.9 -0.1
H -1.800 -1.818 -0.242 1.4 -0.8 -0.3
H -0.472 -3.179 -0.362 -0.6 0.2 0.0
H -0.423 -1.740 -1.444 -0.3 -0.3 1.3
H 1.660 -0.730 2.776 -0.2 -1.2 -0.4
H 2.012 -2.410 3.029 -0.1 -0.4 0.3
H 0.460 -3.182 1.590 -0.3 -0.5 -0.3
H 0.087 -0.397 0.617 0.3 -0.6 -0.2
```
Forces are in eV/Å.

calculated total energy	-362.90060	a.u.
total charge	+1
gap between HOMO and LUMO	9.413	eV
energy relative to the best compared isomer or geometry (same formula, charge and spin)	206.3	kJ/mol
maximum force	3.4	eV/Å
2S+1	1
LUMO energy	-3.31	eV